Formula: C15H31BrN3O7PS3Si2
Source: the Open Molecules 2025 dataset
Level of theory: ωB97M-V/def2-TZVPD

Values from the calculation:
Total charge: -2
Strongest force on any atom: 5.343 eV Å⁻¹
Molecular weight: 628.7 g/mol
E_LUMO: 3.161 eV
DFT total energy: -162452.747 eV
Gap between HOMO and LUMO: 2.6 eV

CARTESIAN COORDINATES (ANGSTROEM)
Br  -3.05618  0.73544  -2.19835
S  -0.86804  -2.08462  0.19859
S  0.55273  -2.84490  2.87448
S  -0.53674  -7.53344  -1.04866
P  0.67696  3.35582  1.62716
Si  -3.32840  1.28880  -0.00393
Si  -0.90863  2.88458  0.14351
O  -0.27374  -6.37316  -1.93298
O  0.66456  -8.39883  -0.99814
O  -0.28638  2.50702  -1.43748
O  -1.68482  -8.30824  -1.57342
O  -0.85063  -7.04579  0.32086
O  0.56447  -0.20513  -3.49334
O  -1.85922  1.62522  0.85265
N  2.89827  -5.18928  -0.68034
N  -1.82290  4.43508  -0.07850
N  1.52009  -3.57382  0.36439
C  -2.39414  -2.08166  1.25384
C  -4.17525  -0.16573  0.92807
C  -4.60264  2.75384  0.04279
C  2.31524  -2.78523  -0.57956
C  3.01886  5.01211  2.00084
C  1.00428  1.06652  -2.96390
C  2.12063  4.29054  0.84185
C  1.22612  1.82302  2.59160
C  0.50038  -2.88061  1.19504
C  2.62580  1.06771  -3.01582
C  3.19617  -3.88648  -1.25960
C  0.53279  1.30644  -1.42143
C  1.85928  -4.97812  0.29074
C  -3.71375  -1.62588  0.41665
C  2.06947  0.74232  1.75611
H  -1.08074  5.16315  0.00450
H  1.36848  -5.81334  0.90714
H  2.80230  1.21607  0.99519
H  2.94736  6.16560  1.92636
H  -3.57886  -1.71260  -0.71375
H  2.98278  0.73435  -4.06600
H  2.71742  0.04565  2.40441
H  1.19891  -0.47934  -4.20242
H  3.02666  2.12151  -2.81533
H  1.92944  2.20426  3.43174
H  1.31910  0.04718  1.21315
H  -5.31860  -0.04904  0.80954
H  0.62631  1.93437  -3.62782
H  3.94389  -3.64935  -2.08812
H  -0.00104  0.36648  -1.05330
H  -2.21928  -1.33721  2.10356
H  -2.44826  4.50373  0.74092
H  -4.54688  -2.35629  0.74598
H  -3.98650  -0.12233  2.06894
H  2.27288  -1.66428  -0.79312
H  4.13202  4.74909  1.84018
H  3.09918  0.34577  -2.26866
H  -4.30532  3.44457  -0.83714
H  -5.67514  2.37814  -0.12658
H  0.31005  1.39616  3.13381
H  1.65892  5.16690  0.24286
H  -2.59060  -3.12263  1.70163
H  2.66957  4.74792  3.05794
H  2.76159  3.68690  0.11530
H  -4.49369  3.39176  0.98752
H  1.49343  1.56332  -0.85213



Formula: C29H42N3ORh
Source: the Open Molecules 2025 dataset
Level of theory: ωB97M-V/def2-TZVPD

Values from the calculation:
Total charge: +2
2S+1: 5
Strongest force on any atom: 1.968 eV Å⁻¹
Molecular weight: 551.6 g/mol
E_LUMO (alpha / beta): -7.104 / -10.665 eV
DFT total energy: -40261.457 eV
ΔE to the lowest compared entry with this formula, charge and spin: 42.47 kcal per mole
Gap between HOMO and LUMO (alpha / beta): 5.6 / 3.2 eV

CARTESIAN COORDINATES (ANGSTROEM)
Rh  0.54006  0.05853  -0.67701
O  0.95094  1.06387  -2.81860
N  -5.97055  -0.89157  -1.55868
N  -4.53777  0.87531  -1.15793
N  -0.99413  1.50041  -0.12689
C  2.62132  1.26532  3.08130
C  4.06468  -0.80662  -1.39276
C  -6.04567  0.97723  -2.98342
C  3.13663  1.67426  0.69917
C  -4.54549  2.87839  -2.53441
C  -1.61040  -3.48394  1.05867
C  3.07631  0.58030  1.78427
C  3.08342  -1.84411  -0.83669
C  -0.78910  -2.98018  3.36695
C  -5.02365  1.54369  -2.20115
C  -3.49760  3.53754  -2.02582
C  0.79753  -2.04343  0.23414
C  -2.21700  3.97114  0.01984
C  -0.78692  2.29590  0.92448
C  3.85150  -2.97665  -0.13034
C  0.92077  -0.77120  2.09817
C  2.33319  -2.42024  -2.05913
C  2.09256  -0.48039  1.34863
C  -2.17171  -1.27019  2.12346
C  -6.47781  -0.28520  -2.61005
C  -5.03131  -0.30428  -0.85354
C  -1.35563  3.55605  1.01917
C  1.01487  2.47098  -3.06756
C  -2.52941  3.09663  -1.02657
C  4.45471  -0.03570  2.07441
C  -1.85539  1.87312  -1.07131
C  2.06038  -1.34239  0.17090
C  0.13825  -1.74793  1.45561
C  -1.10927  -2.37650  1.98848
H  1.73135  0.65445  -3.21333
H  4.42570  -2.60478  0.71247
H  3.35562  2.01552  3.36366
H  -5.16770  3.39805  -3.25123
H  4.71924  -1.28959  -2.11440
H  -7.24620  -0.81319  -3.16301
H  0.53174  -2.88459  -0.38584
H  -1.88821  -0.55743  2.89266
H  -3.37543  4.57109  -2.32954
H  0.67577  -0.33848  3.04764
H  3.00340  -2.46564  -2.91335
H  -0.88277  -4.29012  1.00206
H  -1.13154  4.19439  1.85746
H  4.34590  -0.86719  2.76711
H  1.47304  -1.78620  -2.32876
H  0.00095  2.83622  -3.23275
H  4.53969  -3.43893  -0.83266
H  1.66828  1.77424  2.95721
H  -1.79901  -3.10371  0.05664
H  4.70618  -0.37558  -0.63513
H  -0.01100  -3.73450  3.27437
H  -2.01823  1.18004  -1.89183
H  -0.45043  -2.22213  4.06715
H  3.57972  1.31824  -0.22122
H  4.95554  -0.39755  1.18570
H  3.52298  -0.00904  -1.90405
H  1.60696  2.68511  -3.95648
H  2.54826  0.55704  3.90137
H  1.46289  2.99840  -2.22182
H  2.12348  2.04438  0.48744
H  -1.67558  -3.45384  3.77881
H  -4.64134  -0.81719  0.01515
H  1.98246  -3.43184  -1.87745
H  3.16918  -3.74128  0.23188
H  -3.13113  -1.70007  2.39817
H  -6.46273  1.50691  -3.82419
H  -2.53509  -3.90777  1.44046
H  -2.68359  4.94429  0.06162
H  5.09301  0.71355  2.53555
H  3.73321  2.51323  1.04994
H  -2.27372  -0.73859  1.17519
H  -0.16913  1.90588  1.72154



Formula: C2H8O2
Source: the Open Molecules 2025 dataset
Level of theory: ωB97M-V/def2-TZVPD

Values from the calculation:
Total charge: 0
Strongest force on any atom: 1.619 eV Å⁻¹
SMILES: COC.O
Molecular weight: 64.1 g/mol
E_LUMO: 0.934 eV
DFT total energy: -6297.849 eV
ΔE to the lowest compared entry with this formula, charge and spin: 12.94 kcal per mole
Gap between HOMO and LUMO: 11.1 eV

CARTESIAN COORDINATES (ANGSTROEM)
O  -2.18901  -1.03621  0.65297
O  0.66668  -0.24596  -0.65021
C  0.47626  1.14488  -0.95733
C  0.92673  -0.42817  0.69707
H  -1.45185  -0.85702  0.02627
H  0.51940  1.21760  -2.05708
H  -0.51114  1.50207  -0.61959
H  1.25284  1.80171  -0.53059
H  0.11537  0.02914  1.28798
H  1.86654  0.10530  0.91795
H  -2.71001  -1.75274  0.22471
H  1.03818  -1.48059  1.00787



Formula: C26H57NO10P
Source: the Open Molecules 2025 dataset
Level of theory: ωB97M-V/def2-TZVPD

Values from the calculation:
Total charge: +1
Strongest force on any atom: 2.469 eV Å⁻¹
Molecular weight: 574.7 g/mol
E_LUMO: -4.321 eV
DFT total energy: -59131.557 eV
Gap between HOMO and LUMO: 5.9 eV

CARTESIAN COORDINATES (ANGSTROEM)
P  -0.91217  -1.77679  -0.53938
O  5.42600  4.16224  2.30168
O  -4.50597  -5.78284  -0.51826
O  -0.83886  -3.01635  -1.54757
O  -1.97281  6.85255  -1.17451
O  5.66346  1.31151  1.20640
O  -0.18208  4.44348  -0.67378
O  3.09331  1.88452  2.72845
O  -0.16263  7.05649  1.28894
O  -0.50152  -0.49666  -1.10871
O  -0.13689  -2.06578  0.83419
N  -6.07748  -4.04242  -1.07980
C  2.25407  -2.20342  0.06339
C  -4.71819  -2.58615  -2.24810
C  3.95490  0.77474  2.90721
C  -3.68156  -6.79116  -1.11374
C  -2.24795  6.52406  0.17891
C  -1.68648  -7.38263  0.35356
C  -0.67718  6.58994  -1.68861
C  -2.65597  -1.64806  -0.07577
C  -0.71370  3.13783  -0.66696
C  -0.35846  5.12680  -1.90332
C  5.39228  1.11976  2.58507
C  0.26143  -3.01540  -2.49694
C  -0.14899  -3.88258  -3.68311
C  0.66920  8.17054  1.53274
C  -0.34963  -6.79881  0.81094
C  5.83670  3.77184  1.00247
C  -6.05663  -2.91159  -1.63717
C  -2.18586  -6.59676  -0.86261
C  -3.81546  -3.51763  -1.38937
C  -4.76030  -4.71098  -1.31798
C  1.04418  -2.90111  0.70045
C  1.84646  1.54522  2.16605
C  -3.41207  -2.98190  -0.03627
C  5.16839  2.48416  0.57316
C  -1.53915  7.38200  1.20428
C  6.44954  4.77252  3.05778
H  -0.09202  2.46153  -1.26238
H  -1.53948  -8.42142  0.08816
H  -3.97491  -7.72368  -0.65031
H  5.99850  0.25640  2.87257
H  1.96259  0.92184  1.27147
H  3.03301  -1.94914  0.76895
H  -1.64736  -6.96430  -1.72972
H  6.65457  5.78633  2.69720
H  -1.16348  4.66819  -2.48879
H  -0.66543  7.06544  -2.67273
H  -1.74415  3.12960  -1.04282
H  -3.31962  6.70500  0.29455
H  1.31787  -3.19125  1.70464
H  0.21867  -6.57168  -0.08756
H  5.74304  1.96168  3.18352
H  0.15894  -4.90793  -3.53930
H  1.11535  -3.48668  -2.03446
H  1.22030  1.02838  2.90356
H  0.80019  -3.82280  0.18485
H  0.09494  7.08083  -1.09438
H  6.92379  3.64281  0.95867
H  -2.83710  -3.71292  0.52046
H  -1.93888  -5.55141  -0.71937
H  5.54745  4.56542  0.30094
H  0.21220  -7.48556  1.42648
H  1.35630  2.47082  1.86680
H  -4.86215  -5.04584  -2.36147
H  4.08314  2.55430  0.66022
H  0.57613  5.04859  -2.47398
H  1.97928  -1.30917  -0.48225
H  -1.22801  -3.86400  -3.80662
H  -2.08141  5.46262  0.37113
H  -4.53180  -1.56393  -1.94186
H  -0.72828  2.78731  0.36463
H  -2.98400  -3.91517  -1.95501
H  3.64138  -0.06258  2.27238
H  5.39464  2.34336  -0.48663
H  -2.62678  -1.26792  0.93936
H  0.43872  8.99507  0.84920
H  -6.88140  -4.44186  -0.60431
H  0.27973  -3.46671  -4.58553
H  -4.66781  -2.76133  -3.31125
H  -1.67740  8.43741  0.94534
H  -3.12525  -0.88789  -0.68398
H  -2.42960  -7.31508  1.14248
H  2.69983  -2.87735  -0.65860
H  -0.52370  -5.84902  1.30774
H  0.57361  8.51415  2.56833
H  -4.32617  -2.82268  0.53751
H  3.89170  0.45948  3.95739
H  -3.86493  -6.90904  -2.18225
H  7.37065  4.17996  3.03053
H  0.50072  -2.02044  -2.84385
H  1.69720  7.85750  1.35762
H  -6.90015  -2.24131  -1.65854
H  -1.99320  7.19817  2.18728
H  6.10806  4.82675  4.09025